Record 1
C42H33BrF3O2OsP | ωB97M-V with the def2-TZVPD basis set

Atoms and positions in Å:
1 Os -0.23705 0.43754 -0.92510
2 Br -0.76945 2.26546 0.83425
3 C -1.98530 3.23340 -0.32039
4 C -2.62142 4.31955 0.19988
5 C -3.48432 5.05559 -0.63048
6 C -3.63324 4.68960 -1.93802
7 C -2.94431 3.57865 -2.47963
8 C -3.05164 3.25047 -3.84778
9 C -2.33092 2.20572 -4.35154
10 C -1.53221 1.41286 -3.50923
11 C -1.41694 1.61686 -2.14304
12 C -2.10605 2.77919 -1.64476
13 H -2.46627 4.60934 1.23069
14 H -4.00803 5.91237 -0.22849
15 H -4.28092 5.25743 -2.59544
16 H -3.70040 3.83993 -4.48433
17 H -2.38554 1.96248 -5.40605
18 H -1.00208 0.58737 -3.95986
19 O 1.36811 -0.10701 0.42611
20 C 1.41364 -0.41475 1.63815
21 C 2.30154 -1.18028 2.45915
22 C 3.38317 -2.04791 2.24885
23 C 3.86152 -2.74159 3.35100
24 C 3.33467 -2.57263 4.63040
25 C 2.30819 -1.64618 4.86699
26 C 1.81208 -0.98269 3.78000
27 P 0.61179 0.24605 3.24637
28 C -1.02214 -0.21899 3.85457
29 C -1.86858 -0.92020 3.00081
30 C -3.06359 -1.42399 3.48727
31 C -3.40655 -1.23136 4.81846
32 C -2.55249 -0.54512 5.67107
33 C -1.35251 -0.04162 5.19577
34 C 1.13343 1.86258 3.84898
35 C 0.22744 2.83036 4.27796
36 C 0.67048 4.12060 4.52173
37 C 2.00290 4.45129 4.32960
38 C 2.90878 3.48437 3.91003
39 C 2.47605 2.19529 3.66021
40 H 3.82899 -2.16730 1.27324
41 H 4.67340 -3.44420 3.21014
42 H 3.71829 -3.16805 5.44777
43 H 1.91465 -1.49024 5.86327
44 H -1.59255 -1.06488 1.96162
45 H -3.72184 -1.97683 2.83079
46 H -4.34033 -1.62457 5.19832
47 H -2.81418 -0.41235 6.71259
48 H -0.67283 0.48422 5.85597
49 H -0.81405 2.57036 4.41934
50 H -0.03288 4.87586 4.84750
51 H 2.33668 5.46760 4.49145
52 H 3.94883 3.74117 3.76071
53 H 3.17350 1.44114 3.31543
54 F -4.10963 -3.49323 -8.27838
55 C -2.81001 -3.14513 -8.23763
56 F -2.61753 -2.22944 -9.21473
57 F -2.10727 -4.24228 -8.61771
58 C -2.37920 -2.64558 -6.90225
59 C -3.18603 -2.80798 -5.77619
60 C -2.73426 -2.41527 -4.53873
61 C -1.43749 -1.85790 -4.37641
62 C -0.65724 -1.65604 -5.55092
63 C -1.11943 -2.05050 -6.78129
64 C -0.90417 -1.63037 -3.12800
65 C -0.34492 -1.33839 -2.00353
66 H -4.16660 -3.25185 -5.88324
67 H -3.35062 -2.55504 -3.66090
68 H 0.31921 -1.19907 -5.45401
69 H -0.51342 -1.90845 -7.66714
70 C -0.01825 -4.42770 -2.10314
71 C 1.01425 -3.37602 -1.69817
72 C 1.92692 -3.01988 -2.87153
73 C 1.85748 -3.89672 -0.54247
74 O 0.37602 -2.19176 -1.16500
75 H 0.49160 -5.34003 -2.41590
76 H -0.62886 -4.07238 -2.93010
77 H -0.67205 -4.65439 -1.25973
78 H 2.55926 -3.87454 -3.11565
79 H 2.56408 -2.17720 -2.59801
80 H 1.34994 -2.75266 -3.75460
81 H 2.27531 -4.87178 -0.79383
82 H 1.25365 -3.98743 0.36140
83 H 2.67400 -3.20245 -0.34646

- Expectation value of S²: 6.101
- E_LUMO (alpha / beta): -0.4 / -0.6 eV
- HOMO (alpha / beta): -6.285 / -6.825 eV
- Spin multiplicity: 5

---

Record 2
C26H38N3OP2PtS2 | ωB97M-V with the def2-TZVPD basis set

Atoms and positions in Å:
1 Pt -0.91044 -1.23266 -0.62104
2 C -0.10444 -1.81196 3.24486
3 P -0.46504 -0.81926 1.74986
4 C 1.04326 0.20944 1.64496
5 N 1.31826 1.02624 2.62866
6 C 2.39476 1.83074 2.51376
7 C 2.68036 2.78594 3.50756
8 C 3.76066 3.61194 3.35706
9 C 4.59796 3.51184 2.23096
10 C 4.34806 2.59794 1.24506
11 C 3.23246 1.74944 1.36096
12 N 2.94716 0.87884 0.37616
13 C 1.88156 0.13124 0.50446
14 P 1.48026 -0.95696 -0.89324
15 C 2.33896 -0.06126 -2.24274
16 C 2.49556 -2.52046 -0.62574
17 C 2.53666 -3.22096 -1.98314
18 C 3.90046 -2.19556 -0.13274
19 C 1.78176 -3.38126 0.41436
20 C -1.83324 0.34024 2.27206
21 C -3.06664 -0.54806 2.43716
22 C -1.54634 1.11734 3.54966
23 C -2.01794 1.28604 1.08556
24 H 0.17256 -1.11996 4.04066
25 H 0.71436 -2.50426 3.06456
26 H -0.98614 -2.38606 3.52226
27 H 2.03006 2.85734 4.36646
28 H 3.97496 4.36654 4.10096
29 H 5.44316 4.17714 2.14456
30 H 4.96896 2.50994 0.36846
31 H 3.41286 -0.08226 -2.06744
32 H 2.01916 0.98024 -2.23374
33 H 2.10936 -0.51186 -3.20774
34 H 3.17296 -2.67756 -2.67814
35 H 1.53346 -3.30486 -2.40344
36 H 2.94056 -4.22486 -1.87424
37 H 4.42936 -1.53476 -0.81434
38 H 4.46686 -3.12026 -0.05164
39 H 3.87116 -1.73056 0.85076
40 H 0.72346 -3.49146 0.18296
41 H 1.88906 -2.93246 1.40026
42 H 2.22446 -4.37436 0.44796
43 H -2.97134 -1.19026 3.31026
44 H -3.19834 -1.17976 1.55566
45 H -3.96024 0.05944 2.56396
46 H -1.43754 0.45604 4.40576
47 H -2.37714 1.79004 3.75126
48 H -0.64194 1.70994 3.44646
49 H -2.08144 0.70644 0.15186
50 H -1.18044 1.97864 1.01176
51 H -2.93414 1.86374 1.18056
52 C -4.18434 -3.57896 -3.81934
53 O -3.19674 -4.05176 -2.91344
54 C -2.66134 -3.22736 -2.04594
55 S -1.40484 -3.79596 -1.08374
56 S -3.14184 -1.61936 -1.82674
57 H -4.56914 -4.45986 -4.32944
58 H -3.73634 -2.89256 -4.54434
59 H -4.99354 -3.06896 -3.29274
60 N -1.03084 0.61714 -2.44704
61 C -1.87394 1.75244 -2.39254
62 C -3.15854 1.71014 -2.92324
63 C -3.94534 2.84584 -2.91954
64 C -3.46474 4.02514 -2.37494
65 C -2.20404 4.05924 -1.80324
66 C -1.40964 2.92794 -1.81134
67 H -1.31024 -0.00136 -3.20414
68 H -0.06114 0.89204 -2.55904
69 H -3.53234 0.78854 -3.34794
70 H -4.93014 2.80934 -3.35664
71 H -4.06884 4.91574 -2.40484
72 H -1.82824 4.97524 -1.37404
73 H -0.41624 2.95844 -1.38674

- Expectation value of S²: 2.010
- E_LUMO (alpha / beta): -3.4 / -4.2 eV
- Net charge: +1
- HOMO (alpha / beta): -9.959 / -10.914 eV
- Spin multiplicity: 3

---

Record 3
C27H43BO21 | ωB97M-V with the def2-TZVPD basis set

Atoms and positions in Å:
1 C 0.89970 -2.38193 -2.98010
2 C 0.81946 -0.89225 -3.30975
3 O -0.18669 -0.56846 -4.29927
4 B -1.38708 -0.24074 -3.75200
5 O -1.78936 1.05816 -3.78671
6 C -2.29988 -1.40729 -3.11513
7 O -2.40145 -1.43574 -1.66044
8 C -3.62063 -1.87514 -1.33247
9 O -4.10210 -1.81544 -0.24406
10 O -4.21465 -2.42780 -2.42367
11 C -3.75814 -1.66220 -3.53646
12 C -4.65125 -0.44215 -3.80478
13 O -5.20382 0.15112 -2.66011
14 C -6.44982 -0.38818 -2.23815
15 H 1.91770 -2.74593 -3.09474
16 H 0.57038 -2.60056 -1.96608
17 H 0.28341 -2.94083 -3.68251
18 H 0.66276 -0.28885 -2.42064
19 H 1.76435 -0.56956 -3.73869
20 H -2.58202 1.21704 -3.26596
21 H -1.77983 -2.33590 -3.36275
22 H -3.75648 -2.25235 -4.45164
23 H -4.04413 0.31846 -4.29271
24 H -5.43586 -0.72492 -4.51409
25 H -6.33666 -1.35408 -1.75056
26 H -6.85818 0.30754 -1.50993
27 H -7.15262 -0.47677 -3.06947
28 C -5.92566 -4.78249 1.68083
29 C -6.66520 -3.58464 1.15094
30 C -7.77206 -3.03705 2.02979
31 O -8.65856 -2.45255 1.06643
32 C -8.49075 -3.11129 -0.10570
33 O -9.19309 -2.98725 -1.05674
34 O -7.41621 -3.92538 -0.03711
35 H -5.26035 -5.18471 0.91765
36 H -5.32696 -4.49648 2.54617
37 H -6.61882 -5.57190 1.97480
38 H -5.96941 -2.79202 0.87610
39 H -7.44629 -2.27918 2.73658
40 H -8.30636 -3.83278 2.55578
41 C 3.32353 4.10451 0.49961
42 C 2.81778 3.12522 -0.52165
43 C 1.33668 2.81120 -0.44723
44 O 1.28876 1.47075 -0.96643
45 C 2.48747 0.89506 -0.73503
46 O 2.72061 -0.26442 -0.89517
47 O 3.37645 1.80623 -0.30228
48 H 4.41171 4.15562 0.47175
49 H 2.92799 5.09836 0.28690
50 H 3.00514 3.80824 1.49878
51 H 3.09526 3.42019 -1.53747
52 H 0.70911 3.45950 -1.05159
53 H 0.98059 2.79618 0.58501
54 C 6.01671 -0.29184 -0.51257
55 C 7.00696 -0.24784 -1.64204
56 C 8.29681 0.50232 -1.37812
57 O 8.66034 0.95646 -2.68711
58 C 7.52280 1.06800 -3.41791
59 O 7.45353 1.58709 -4.48339
60 O 6.48524 0.50987 -2.75579
61 H 5.07092 -0.71343 -0.84464
62 H 6.40660 -0.90115 0.30404
63 H 5.81375 0.71247 -0.14019
64 H 7.22761 -1.25405 -2.01084
65 H 9.09407 -0.10928 -0.96507
66 H 8.12952 1.37536 -0.74199
67 C 4.61596 7.57607 4.58146
68 C 3.26022 6.92764 4.52579
69 C 2.77344 6.27605 5.80542
70 O 1.91512 5.24009 5.30801
71 C 2.34184 4.90590 4.07268
72 O 1.96117 3.96342 3.45415
73 O 3.26560 5.79020 3.63489
74 H 4.93348 7.88168 3.58583
75 H 4.57856 8.45932 5.21901
76 H 5.35951 6.88363 4.97711
77 H 2.50837 7.62711 4.14947
78 H 2.21204 6.93629 6.45975
79 H 3.59203 5.81027 6.35890
80 C 0.05608 -2.06887 1.56016
81 C 0.04927 -3.56181 1.72093
82 C -1.30614 -4.22863 1.59320
83 O -1.14974 -5.39224 2.41415
84 C -0.20759 -5.11702 3.35110
85 O 0.03203 -5.80304 4.28919
86 O 0.41234 -3.94964 3.06165
87 H 1.03176 -1.65423 1.81066
88 H -0.17933 -1.80224 0.52906
89 H -0.67951 -1.60643 2.21987
90 H 0.76670 -4.03205 1.04162
91 H -1.56583 -4.52269 0.57968
92 H -2.10065 -3.60698 2.01396

- E_LUMO: 0.3 eV
- SMILES string: CCOB(O)[C@H]1OC(=O)O[C@H]1COC.C[C@@H]1COC(=O)O1.C[C@@H]1COC(=O)O1.C[C@@H]1COC(=O)O1.C[C@@H]1COC(=O)O1.C[C@@H]1COC(=O)O1
- HOMO: -10.193 eV